one.
A cluster of 2 separate species, C7H16O in total, computed with ωB97M-V with the def2-TZVPD basis set.

Structure (XYZ):
```
24
Properties=species:S:1:pos:R:3
C -2.298 1.336 0.785
C -1.376 0.322 0.816
C -1.700 -1.000 1.443
C -0.032 0.342 0.156
C -0.072 -0.298 -1.209
C 1.280 -0.343 -1.724
C 1.633 1.070 -2.155
H -3.195 1.188 1.328
H -1.927 2.280 0.268
H -1.725 -0.987 2.511
H -1.061 -1.864 1.180
H -2.732 -1.265 1.088
H 0.432 1.348 0.248
H 0.848 -0.253 0.721
H -0.789 0.312 -1.846
H -0.526 -1.335 -1.138
H 1.339 -0.996 -2.607
H 1.948 -0.803 -1.046
H 0.896 1.537 -2.804
H 1.738 1.670 -1.240
H 2.588 1.180 -2.722
O 1.830 -1.494 2.555
H 0.921 -1.362 2.404
H 1.976 -0.586 2.986
```

Highest occupied orbital energy: -9.203 eV
Frontier orbital gap: 0.36785 hartree
M: 116.204 g/mol
SMILES string: C=C(C)CCCC.O
LUMO energy: 0.807 eV
Charge: 0



two.
A cluster of 2 separate species, C7H16O in total, computed with ωB97M-V with the def2-TZVPD basis set.

Structure (XYZ):
```
24
Properties=species:S:1:pos:R:3
C -1.126 2.652 -1.353
C -1.134 1.808 -0.123
C -0.106 1.227 0.487
C -0.195 0.205 1.566
C -0.088 -1.247 1.015
C 1.249 -1.501 0.249
C 2.435 -1.699 1.213
H -0.538 3.563 -1.179
H -2.106 3.109 -1.508
H -0.811 2.145 -2.252
H -2.123 1.497 0.221
H 0.886 1.419 0.082
H -1.147 0.325 2.098
H 0.544 0.418 2.345
H -0.104 -1.890 1.893
H -0.841 -1.282 0.232
H 1.377 -0.590 -0.334
H 1.188 -2.362 -0.406
H 2.818 -2.705 1.119
H 3.321 -1.090 0.987
H 2.172 -1.373 2.218
O -2.087 -0.536 -2.906
H -2.101 -1.138 -2.147
H -1.483 -0.956 -3.517
```

Highest occupied orbital energy: -9.097 eV
Frontier orbital gap: 0.36295 hartree
M: 116.204 g/mol
SMILES string: C/C=C/CCCC.O
LUMO energy: 0.780 eV
Charge: 0



The most stable arrangement is two, and the next structure is 55.4 kJ/mol less stable.